{"formula": "C17H15N3O2S", "method": "ωB97M-V/def2-TZVPD", "homo_lumo_gap_ha": 0.2715, "total_energy_ha": -1369.313876, "lumo_energy_ha": -0.042, "charge": 0, "multiplicity": 1, "e_above_lowest_kj_mol": 1357.10, "species": ["C", "C", "H", "H", "O", "C", "O", "C", "H", "H", "S", "C", "C", "C", "C", "C", "N", "C", "N", "C", "C", "C", "C", "C", "C", "N", "H", "H", "H", "H", "C", "H", "H", "H", "H", "H", "H", "H"], "xyz": [[1.67954, 2.50743, -3.66595], [0.61492, 1.59705, -4.21594], [-0.28003, 2.12230, -4.75482], [1.16675, 1.00990, -4.99795], [0.05246, 1.02285, -3.24318], [0.74378, -0.24413, -2.97862], [1.91140, -0.69736, -3.40800], [-0.25122, -0.90388, -1.93339], [-0.64413, -1.81450, -2.42929], [0.49691, -1.29040, -1.05183], [-1.69888, -0.07733, -1.43054], [-1.64661, -0.51118, 0.27854], [-2.52108, -1.18913, 0.99281], [-2.66027, -1.95544, 2.14077], [-1.55273, -1.55242, 2.99781], [-1.29995, -2.27148, 4.21344], [-1.23135, -2.65313, 5.43316], [-0.32470, -0.91377, 2.48648], [0.52269, -0.58301, 3.17238], [1.39589, 0.15269, 2.20449], [2.55912, 0.98823, 2.43921], [3.09795, 1.58309, 1.27776], [2.25962, 1.81560, 0.20843], [1.17949, 1.14157, -0.04293], [0.38006, 0.57551, 1.02017], [-0.55593, -0.35318, 1.26988], [0.68203, 1.54024, -0.73293], [2.55227, 2.51854, -0.51943], [4.11104, 2.16240, 1.49812], [3.18844, 0.68791, 3.41466], [-3.89648, -2.68658, 2.58901], [-4.71404, -1.93897, 2.60404], [-3.96938, -3.57242, 1.96066], [-3.54020, -2.97522, 3.68397], [-3.36248, -1.50426, 0.21049], [2.28824, 1.90472, -3.27609], [1.04555, 3.34954, -2.90816], [2.22133, 3.00822, -4.50723]]}